The following is a DFT calculation (ωB97M-V/def2-TZVPD) of a cluster of 2 separate species, C2H3NS in total in a non-equilibrium geometry.

Its molar mass is 73.12 g mol⁻¹. The energy relative to the best compared isomer or geometry (same formula, charge and spin) is 147.5 kcal per mole. For the LUMO energy, the calculation gives -0.009 eV. For the energy, the calculation gives -530.69972 hartree. Its HOMO energy is -9.009 eV.

Geometry as ORCA input:
```
! wB97M-V def2-TZVPD RIJCOSX def2/J DEFGRID3
* xyz 0 1
C 2.41 0.46 0.13
C -0.21 0.13 0.40
N -1.36 0.29 0.23
S -2.97 0.21 0.07
H 2.77 -0.40 0.81
H 2.06 -0.15 -0.74
H -2.71 -0.53 -0.91
*
```

The Mulliken scheme yields these atomic charges, measured in e: number 1, C, carries -0.3289; number 2, C, carries -0.1300; number 3, N, carries -0.0029; number 4, S, carries 0.0189; number 5, H, carries 0.1523; number 6, H, carries 0.1478; number 7, H, carries 0.1429

---

The following is a DFT calculation (ωB97M-V/def2-TZVPD) of a cluster of 2 separate species, C2H3NS in total in a non-equilibrium geometry.

Its molar mass is 73.12 g mol⁻¹. The energy relative to the best compared isomer or geometry (same formula, charge and spin) is 122.1 kcal per mole. For the LUMO energy (alpha / beta), the calculation gives -2.941 / -2.941 eV. For the energy, the calculation gives -530.74017 hartree. Its HOMO energy (alpha / beta) is -9.131 / -9.132 eV.

Geometry as ORCA input:
```
! wB97M-V def2-TZVPD RIJCOSX def2/J DEFGRID3
* xyz 0 1
C -1.59 -0.94 -0.23
C -1.11 0.15 0.13
N 2.05 0.58 0.19
S -0.51 1.64 0.36
H -2.19 -1.81 -0.26
H 1.60 0.77 -0.74
H 1.75 -0.38 0.55
*
```

The Mulliken scheme yields these atomic charges, measured in e: number 1, C, carries -0.0127; number 2, C, carries -0.2403; number 3, N, carries -0.4750; number 4, S, carries -0.1657; number 5, H, carries 0.3821; number 6, H, carries 0.2614; number 7, H, carries 0.2502

---

Question: Number 1 is which compound?
Answer: C2H3NS

---

Question: Look up the energy of the second one.
Answer: -530.74017 hartree

---

Question: Number 2 is which compound?
Answer: C2H3NS